# 1
Computed, not measured: a 2-piece molecular cluster, C12H17N overall, with ωB97M-V/def2-TZVPD.

The geometry in XYZ format:
```
30
Properties=species:S:1:pos:R:3:forces:R:3:nbo_charge:R:1
C -0.1940 -2.0806 -0.0119 1.7 -0.7 1.4 -0.64
C -1.3954 -1.3055 -0.3225 -0.8 0.5 -0.5 -0.10
C -2.4749 -1.1006 0.4697 -1.2 -0.1 0.1 -0.01
N -3.4485 -0.3223 -0.1818 0.8 0.7 -0.1 -0.54
C -2.8524 0.1585 -1.3373 -0.3 0.5 -0.3 0.14
C -3.2742 1.2012 -2.1748 1.0 -1.0 0.1 -0.23
C -2.4345 1.4550 -3.2575 -1.0 0.1 0.1 -0.22
C -1.3042 0.6790 -3.5183 0.7 0.1 0.1 -0.23
C -0.8751 -0.3432 -2.6716 -0.4 1.7 -0.3 -0.20
C -1.6262 -0.4977 -1.5161 0.2 -1.3 0.7 -0.08
H 0.6732 -1.4588 0.2674 -0.4 0.3 -0.1 0.21
H 0.2640 -2.7491 -0.7303 -0.6 0.0 -0.8 0.22
H -0.3067 -2.7270 0.8688 -0.4 0.2 -0.1 0.22
H -2.7829 -1.4913 1.4292 0.5 -0.2 0.0 0.21
H -4.1088 0.2875 0.2920 0.3 -0.5 0.1 0.40
H -4.1539 1.7619 -1.9061 -0.2 0.2 -0.3 0.21
H -2.7229 2.2411 -3.9452 0.2 0.1 0.0 0.21
H -0.6423 1.0121 -4.3096 -0.2 -0.3 -0.3 0.21
H 0.0805 -0.8020 -2.8691 0.0 -0.3 0.2 0.22
C 2.8774 1.7135 1.7556 -0.6 -0.4 0.5 -0.61
C 3.4963 0.3141 1.9300 0.2 1.2 0.5 -0.40
C 2.9363 -0.4944 3.0934 -0.9 1.2 0.4 -0.61
H 1.8582 1.5486 1.4072 -0.1 0.4 -0.2 0.20
H 3.4121 2.3987 1.0990 0.0 -0.4 -0.3 0.21
H 2.7883 2.2602 2.6970 0.1 -0.2 0.2 0.20
H 3.3301 -0.2137 0.9905 0.6 -0.2 0.0 0.20
H 4.5490 0.4855 2.1796 0.1 -0.4 -0.6 0.19
H 2.7418 0.1416 3.9698 0.5 0.1 -0.1 0.20
H 1.9170 -0.8497 2.9111 0.4 -0.7 -0.3 0.20
H 3.6728 -1.2227 3.3916 -0.3 -0.7 0.1 0.21
```
Positions in Å, forces in eV/Å.

Calculated values
Electronic energy = -14209.5557 eV
Orbital gap = 8.843 eV
LUMO energy = 0.87 eV
HOMO energy = -8.0 eV

# 2
Computed, not measured: a 2-piece molecular cluster, H2IP overall, with ωB97M-V/def2-TZVPD.

The geometry in XYZ format:
```
4
Properties=species:S:1:pos:R:3:forces:R:3:nbo_charge:R:1
P 0.9664 0.6376 -0.2840 -2.0 -0.9 -0.7 0.11
I -3.7139 -0.6738 -0.2676 0.0 0.0 0.0 0.00
H 2.1595 0.7404 0.3387 1.4 -0.2 0.9 -0.07
H 0.5880 -0.7042 0.2130 0.6 1.1 -0.2 -0.04
```
Positions in Å, forces in eV/Å.

Calculated values
Electronic energy = -17419.1591 eV
Orbital gap (spin up / spin down) = 9.058 / 5.697 eV
LUMO energy (spin up / spin down) = -1.28 / -3.35 eV
HOMO energy (spin up / spin down) = -10.3 / -9.0 eV

# 3
Computed, not measured: one molecule with the formula C3H3N3O2, with ωB97M-V/def2-TZVPD.

The geometry in XYZ format:
```
11
Properties=species:S:1:pos:R:3:forces:R:3:nbo_charge:R:1
H 2.8158 0.4236 1.1212 0.0 0.8 0.1 0.35
N 1.9018 0.8877 1.2638 -2.4 -3.9 -3.8 -0.57
C 1.1443 0.1513 0.4196 0.3 0.4 3.2 0.33
C 1.2562 -1.0792 -0.6199 -1.8 3.0 1.3 0.09
N 0.1566 -1.1023 -1.2509 -0.2 -2.1 -1.0 -0.42
C -0.8787 -0.3000 -0.6276 -2.1 -1.3 -3.7 0.73
O -2.0452 -0.1316 -0.9779 2.7 -0.8 0.2 -0.53
N -0.3368 0.1700 0.4581 4.8 0.8 0.5 -0.21
O -1.0210 1.1816 0.9382 0.0 2.8 1.2 -0.48
H 2.0198 -1.8264 -0.6961 0.6 0.1 -0.3 0.22
H -1.4875 0.6829 1.5632 -2.0 0.1 2.2 0.48
```
Positions in Å, forces in eV/Å.

Calculated values
Electronic energy = -11720.9925 eV
Orbital gap = 9.115 eV
LUMO energy = -1.15 eV
HOMO energy = -10.3 eV

# 4
Computed, not measured: C8H13ClNO5 as an isolated structure, with ωB97M-V/def2-TZVPD.

The geometry in XYZ format:
```
28
Properties=species:S:1:pos:R:3:forces:R:3:nbo_charge:R:1
C -0.4915 -2.6351 -0.2177 0.3 1.9 -2.2 0.76
C 1.2540 0.7306 1.2562 -2.2 0.1 -0.2 0.69
C 0.5280 -0.2074 -2.0751 -0.7 -4.8 -0.6 -0.58
C -1.6445 2.4072 1.2334 -0.5 -1.9 1.8 -0.63
C 1.4287 -0.9891 -1.0805 1.8 0.7 -3.9 -0.46
C -2.0800 0.9694 0.9428 -1.5 1.2 -0.5 -0.07
C 0.7629 -1.7222 0.0013 -2.4 1.6 2.9 0.04
C 0.0092 -0.1978 1.0682 0.6 -2.0 -2.7 0.21
N 1.6723 -2.4588 0.8537 1.4 0.5 -0.4 -0.90
O -1.2488 -2.5364 -1.1562 0.1 0.1 0.3 -0.61
O 2.0135 0.2652 2.0852 2.1 -0.4 1.1 -0.75
O -0.6629 -3.5325 0.7253 -1.7 -0.5 -0.6 -0.66
O 1.2057 1.7656 0.5843 0.8 0.2 -0.2 -0.73
O -0.9901 0.3014 0.2599 -1.6 -0.4 1.6 -0.57
Cl -0.6190 -0.9227 2.5322 0.2 -0.4 0.8 -0.06
H 1.0641 0.5039 -2.5339 2.1 2.6 -1.7 0.19
H -0.2240 0.2154 -1.5496 -2.2 1.5 1.3 0.24
H 0.0277 -0.8573 -2.8647 0.7 0.5 1.0 0.19
H -0.6804 2.4794 1.6759 1.0 -0.2 -0.1 0.24
H -1.7245 2.9197 0.3828 0.4 2.3 -3.5 0.20
H -2.2547 2.9231 1.9260 -1.3 0.2 0.9 0.18
H 2.0066 -1.7330 -1.8018 -0.6 1.1 1.7 0.19
H 2.1608 -0.1291 -0.7760 -1.0 -2.1 0.3 0.26
H -3.0099 0.9337 0.1933 2.1 0.0 1.6 0.18
H -2.4120 0.6284 1.9591 0.5 -0.9 -1.4 0.19
H 2.5838 -2.2332 0.4401 -0.1 -0.7 0.1 0.38
H 0.1646 -3.4647 1.1488 2.3 -0.5 1.9 0.50
H 1.7993 -1.9802 1.7374 -0.4 0.4 0.5 0.41
```
Positions in Å, forces in eV/Å.

Calculated values
Electronic energy = -32756.5878 eV
Orbital gap = 8.036 eV
Total charge = -1
LUMO energy = 3.38 eV
HOMO energy = -4.7 eV

Values for relative energy (zero: lowest compared OMol25 entry of this formula, charge and spin), kJ/mol, ordered as above
75.43 243.06 479.01 0.00